(1)
A 2-piece molecular cluster, N3O3S overall at a distorted geometry. Source: the Open Molecules 2025 dataset; level of theory: ωB97M-V/def2-TZVPD.

Cartesian coordinates (Å):
N: -0.298 1.729 1.435
N: 1.469 -0.168 -1.408
N: -1.050 0.923 1.288
O: -0.154 -1.942 -0.220
O: 0.771 0.944 -1.477
O: -1.885 0.108 1.243
S: 1.148 -1.593 -0.861

For the HOMO energy (alpha / beta), the calculation gives -0.9 / -3.2 eV. As for the expectation value of S²: 2.01. Its energy above the lowest of the compared OMol25 structures with the same formula, charge and spin is 0.0 kcal/mol. As for the LUMO energy (alpha / beta): 4.081 / 3.694 eV. Its charge is -1. For the total energy, the calculation gives -21443.0731 eV. Its spin multiplicity is 3. As for the gap between HOMO and LUMO (alpha / beta): 4.981 / 6.891 eV.

***

(2)
A 2-piece molecular cluster, N3O6S overall at a distorted geometry. Source: the Open Molecules 2025 dataset; level of theory: ωB97M-V/def2-TZVPD.

Cartesian coordinates (Å):
N: -0.522 0.044 0.477
N: -1.099 -1.100 0.123
N: -0.787 1.213 -0.018
O: 1.565 -0.631 -1.087
O: -1.612 -1.362 -0.943
O: -0.834 -1.920 1.008
O: -1.838 1.599 -0.438
O: 0.170 2.015 0.123
O: 3.008 -0.153 0.867
S: 1.949 0.295 -0.111

For the HOMO energy, the calculation gives -6.1 eV. Its energy above the lowest of the compared OMol25 structures with the same formula, charge and spin is 75.3 kcal/mol. As for the LUMO energy: 3.157 eV. Its charge is -1. For the total energy, the calculation gives -27584.7934 eV. Its spin multiplicity is 1. As for the gap between HOMO and LUMO: 9.294 eV.

***

(3)
N3O9Rb as an isolated structure at a distorted geometry. Source: the Open Molecules 2025 dataset; level of theory: ωB97M-V/def2-TZVPD.

Cartesian coordinates (Å):
Rb: -0.483 0.650 0.833
N: 2.039 2.303 3.267
O: 2.282 1.476 4.098
O: 1.483 1.961 2.215
O: 2.266 3.479 3.476
N: 0.697 -2.195 -1.338
O: -0.129 -1.533 -0.929
O: 0.633 -2.850 -2.311
O: 1.728 -2.235 -0.692
N: -2.652 -0.195 -2.192
O: -2.759 0.358 -1.031
O: -3.277 -1.268 -2.468
O: -1.828 0.049 -2.929

For the HOMO energy, the calculation gives -1.7 eV. Its energy above the lowest of the compared OMol25 structures with the same formula, charge and spin is 37.8 kcal/mol. As for the LUMO energy: 4.322 eV. Its charge is -2. For the total energy, the calculation gives -23544.1663 eV. Its spin multiplicity is 1. As for the gap between HOMO and LUMO: 6.055 eV.

***

(4)
A 2-piece molecular cluster, N4S overall at a distorted geometry. Source: the Open Molecules 2025 dataset; level of theory: ωB97M-V/def2-TZVPD.

Cartesian coordinates (Å):
N: 0.540 0.382 -1.388
N: 1.089 0.153 -0.442
S: 1.984 -0.067 0.783
N: -1.707 -0.551 0.975
N: -1.907 0.083 0.073

For the HOMO energy, the calculation gives -10.1 eV. As for the SMILES: N#[N+][S-].N#N. Its energy above the lowest of the compared OMol25 structures with the same formula, charge and spin is 1.0 kcal/mol. As for the LUMO energy: 0.480 eV. For the total energy, the calculation gives -16795.4831 eV. Its spin multiplicity is 1. As for the gap between HOMO and LUMO: 10.578 eV.

***

(5)
An isolated ion of composition NO4P and charge -2 at a distorted geometry. Source: the Open Molecules 2025 dataset; level of theory: ωB97M-V/def2-TZVPD.

Cartesian coordinates (Å):
O: -1.300 0.487 -1.380
P: -0.763 0.030 -0.029
O: -1.702 -0.951 0.625
O: 0.485 -1.388 -1.020
N: 0.884 -0.636 0.093
O: 1.889 0.160 0.021

For the HOMO energy (alpha / beta), the calculation gives 1.7 / 2.1 eV. As for the SMILES: O=[P@@]1([O-])ON1[O-]. Its energy above the lowest of the compared OMol25 structures with the same formula, charge and spin is 84.0 kcal/mol. As for the LUMO energy (alpha / beta): 7.685 / 7.867 eV. Its charge is -2. For the total energy, the calculation gives -18964.2035 eV. Its spin multiplicity is 1. As for the gap between HOMO and LUMO (alpha / beta): 6.025 / 5.732 eV.

***

(6)
NO4S2 as an isolated structure at a distorted geometry. Source: the Open Molecules 2025 dataset; level of theory: ωB97M-V/def2-TZVPD.

Cartesian coordinates (Å):
N: 0.717 -0.420 -1.299
O: -1.877 -1.215 0.329
O: -1.942 1.257 -0.243
O: 0.025 0.289 0.959
O: 2.627 0.143 0.415
S: -1.339 0.047 0.088
S: 1.328 -0.040 -0.052

For the HOMO energy (alpha / beta), the calculation gives -17.7 / -17.7 eV. Its energy above the lowest of the compared OMol25 structures with the same formula, charge and spin is 36.3 kcal/mol. As for the LUMO energy (alpha / beta): -8.774 / -8.774 eV. Its charge is +1. For the total energy, the calculation gives -31334.8652 eV. Its spin multiplicity is 1. As for the gap between HOMO and LUMO (alpha / beta): 8.955 / 8.954 eV.

***

Which of these has the highest spin multiplicity? N3O3S